{"formula": "C5H9NO", "method": "the ωB97M-V functional and the def2-TZVPD basis", "symbols": ["C", "C", "N", "C", "C", "C", "O", "H", "H", "H", "H", "H", "H", "H", "H", "H"], "positions_angstrom": [[2.20916, -1.19934, -0.41611], [0.99751, -0.43069, -0.01258], [0.50616, 0.55318, -0.75890], [-0.71462, 1.10198, -0.73351], [-1.74748, 0.37829, 0.03775], [-1.68708, 0.47970, 1.56000], [-1.23330, 1.40673, 2.18259], [1.96701, -2.16937, -0.87486], [2.82743, -0.65445, -1.13992], [2.84002, -1.41433, 0.45085], [0.43650, -0.70322, 0.86979], [1.13801, 0.91930, -1.46545], [-0.87387, 1.99942, -1.30914], [-1.67601, -0.70732, -0.18902], [-2.75113, 0.71229, -0.26020], [-2.10323, -0.39700, 2.10069]], "e_lumo_ev": 0.97}

{"formula": "C5H9NO", "method": "the ωB97M-V functional and the def2-TZVPD basis", "symbols": ["C", "C", "N", "C", "C", "C", "O", "H", "H", "H", "H", "H", "H", "H", "H", "H"], "positions_angstrom": [[-2.21044, -0.38610, 0.02894], [-1.17997, 0.55785, 0.61598], [-0.14555, 0.01179, 1.50215], [0.26552, 0.74049, 0.30308], [1.04845, 0.10352, -0.80951], [2.46748, -0.21456, -0.62398], [1.47900, -1.23940, -0.65185], [-2.71411, 0.00481, -0.86177], [-2.98533, -0.52851, 0.79406], [-1.80413, -1.37566, -0.20560], [-1.64105, 1.46394, 1.00927], [-0.05987, -0.98541, 1.29718], [0.67143, 1.72006, 0.56123], [0.72770, 0.35779, -1.82139], [3.14157, -0.19043, -1.48141], [2.93930, -0.04020, 0.34361]], "smiles": "C[C@H]1N[C@H]1[C@H]1CO1", "e_lumo_ev": 1.12}

{"formula": "C5H9NO", "method": "the ωB97M-V functional and the def2-TZVPD basis", "symbols": ["C", "C", "N", "C", "C", "C", "O", "H", "H", "H", "H", "H", "H", "H", "H", "H"], "positions_angstrom": [[-0.85216, -2.18568, 0.16500], [0.13477, -1.12007, 0.06544], [0.72249, -0.59498, -1.01455], [0.92694, 0.71042, -0.77049], [-0.12757, 1.67593, -0.41277], [-0.08524, 1.90255, 1.07487], [0.58541, 2.56150, 1.83548], [-1.82008, -1.79705, -0.15022], [-0.55771, -2.93349, -0.57324], [-0.93316, -2.63242, 1.17056], [0.53463, -0.87049, 1.02023], [1.27950, -1.14846, -1.65586], [1.94440, 1.06665, -0.86023], [-1.12076, 1.28355, -0.66720], [0.03904, 2.64873, -0.87936], [-0.74551, 1.29317, 1.70420]], "e_lumo_ev": [0.74, 0.63]}

{"formula": "C5H9NO", "method": "the ωB97M-V functional and the def2-TZVPD basis", "symbols": ["C", "C", "C", "C", "N", "C", "O", "H", "H", "H", "H", "H", "H", "H", "H", "H"], "positions_angstrom": [[-1.20131, -1.66540, -0.93538], [-1.27933, -0.02377, -0.97240], [0.12670, 0.41947, -0.61062], [0.37958, 0.45890, 0.93576], [1.63610, 1.04365, 1.10055], [2.49813, 1.32667, 1.86829], [3.31398, 1.67516, 2.63840], [-2.23400, -1.97543, -0.93496], [-0.59811, -1.92463, -0.04119], [-0.71551, -2.07200, -1.88075], [-1.94640, 0.35322, -0.27254], [-1.70413, 0.47264, -1.89608], [0.92528, -0.19587, -0.99087], [0.49182, 1.42142, -0.90891], [0.56569, -0.50305, 1.43566], [-0.25849, 1.18902, 1.46505]], "smiles": "CCCCN=C=O", "e_lumo_ev": 0.79}

{"formula": "C5H9NO", "method": "the ωB97M-V functional and the def2-TZVPD basis", "symbols": ["C", "C", "C", "N", "H", "H", "H", "H", "H", "C", "C", "O", "H", "H", "H", "H"], "positions_angstrom": [[2.03043, 0.09403, 0.02147], [1.17111, 0.96607, 0.54923], [0.49742, 1.93362, -0.26843], [-0.02090, 2.73069, -0.93058], [2.59876, -0.57923, 0.65283], [2.19938, 0.03250, -1.04978], [0.99454, 1.01509, 1.61885], [0.61417, -2.03327, -0.10749], [1.25747, -1.82229, -0.41515], [-1.84280, -0.15011, -0.59577], [-1.28440, -0.54355, 0.74504], [-0.86910, -1.64873, 1.01343], [-1.93190, 0.93230, -0.70490], [-2.84254, -0.59393, -0.65267], [-1.24692, -0.55838, -1.41905], [-1.32471, 0.22520, 1.54297]], "smiles": "C=CC#N.[H][H].CC=O", "e_lumo_ev": 0.20}

{"formula": "C5H9NO", "method": "the ωB97M-V functional and the def2-TZVPD basis", "symbols": ["C", "C", "C", "O", "C", "C", "N", "H", "H", "H", "H", "H", "H", "H", "H", "H"], "positions_angstrom": [[2.15745, -0.15334, 0.18060], [0.81067, 0.49897, 0.43845], [-0.22111, 0.24992, -0.65928], [-0.53530, -1.24327, -0.91717], [-1.95158, -0.22839, -0.21209], [-2.24527, 0.82092, 0.65374], [-2.43056, 1.69354, 1.38116], [2.53181, 0.16828, -0.79189], [2.85545, 0.12271, 0.98311], [2.05403, -1.24054, 0.15883], [0.98637, 1.57283, 0.52228], [0.47291, 0.15876, 1.41711], [0.19013, 0.55131, -1.65607], [0.23409, -1.73870, -0.69695], [-2.36951, -1.14242, 0.30294], [-2.53958, -0.09058, -1.10476]], "e_lumo_ev": 0.54}

{"formula": "C5H9NO", "method": "the ωB97M-V functional and the def2-TZVPD basis", "symbols": ["C", "C", "N", "C", "C", "C", "O", "H", "H", "H", "H", "H", "H", "H", "H", "H"], "positions_angstrom": [[2.03807, 0.23308, -0.62992], [1.28954, 0.17734, 0.68474], [0.28256, 1.07843, 1.03769], [-0.03194, -0.75188, 0.71921], [-1.20113, -0.83100, -0.22572], [-2.29147, 0.16176, -0.20066], [-1.30490, 0.14228, -1.23646], [2.29646, -0.80765, -0.82093], [2.96211, 0.82861, -0.64730], [1.37671, 0.58513, -1.42851], [1.93025, -0.03264, 1.54870], [0.03443, 1.59279, 0.17313], [-0.35001, -1.41317, 1.57190], [-1.50415, -1.85300, -0.51024], [-3.29471, -0.09892, -0.54234], [-2.23182, 0.98883, 0.50672]], "e_lumo_ev": 1.06}

{"formula": "C5H9NO", "method": "the ωB97M-V functional and the def2-TZVPD basis", "symbols": ["C", "C", "C", "C", "C", "N", "H", "H", "H", "H", "H", "H", "H", "O", "H", "H"], "positions_angstrom": [[1.69821, 0.35067, 0.53830], [0.38469, 0.45126, 0.71942], [-0.58238, -0.69804, 0.52006], [-1.80705, -0.30561, -0.32195], [-1.01277, -1.18253, 1.84503], [-1.34572, -1.53359, 2.89617], [2.15674, -0.57894, 0.21077], [2.36231, 1.19289, 0.71087], [-0.05387, 1.39138, 1.05371], [-0.05574, -1.52554, 0.02737], [-1.48974, -0.00417, -1.32518], [-2.34655, 0.52464, 0.14553], [-2.49833, -1.14804, -0.41328], [1.43780, 0.75859, -2.48506], [1.10748, 0.80098, -1.57774], [2.04491, 1.50606, -2.54401]], "smiles": "C=C[C@H](C)C#N.O", "e_lumo_ev": 0.76}

Number 1: calculated total energy -8865.985 eV, molecular weight 99.1 g mol⁻¹. Number 2: calculated total energy -8866.096 eV, molecular weight 99.1 g mol⁻¹. Number 3: calculated total energy -8864.424 eV, molecular weight 99.1 g mol⁻¹. Number 4: calculated total energy -8867.515 eV, molecular weight 99.1 g mol⁻¹. Number 5: calculated total energy -8865.690 eV, molecular weight 99.1 g mol⁻¹. Number 6: calculated total energy -8863.987 eV, molecular weight 99.1 g mol⁻¹. Number 7: calculated total energy -8864.471 eV, molecular weight 99.1 g mol⁻¹. Number 8: calculated total energy -8867.557 eV, molecular weight 99.1 g mol⁻¹.